No. 1
Density functional theory data (ωB97M-V/def2-TZVPD) for 2 unconnected molecules or ions with the total composition C14H16O at a distorted geometry.

ORCA input file:
```
! wB97M-V def2-TZVPD RIJCOSX def2/J DEFGRID3
* xyz 0 1
C -0.80 1.22 -4.06
C -1.32 -0.41 -2.15
C -1.38 0.90 -2.71
C -2.09 -0.74 -1.07
C -2.12 1.90 -2.11
C -2.78 0.34 -0.41
C -2.77 1.60 -0.91
H -0.79 -1.12 -2.77
H -2.02 -1.69 -0.58
H 0.29 1.13 -4.14
H -1.12 2.21 -4.35
H -2.03 2.91 -2.49
H -3.25 0.02 0.51
H -3.43 2.32 -0.43
H -1.22 0.66 -4.91
C 2.09 -2.13 3.97
C 1.38 -0.88 0.49
C 1.73 -1.77 1.51
C 1.32 0.53 0.63
C 1.79 -1.26 2.79
C 1.62 1.01 1.91
C 1.68 0.10 2.98
O 1.16 1.27 -0.47
H 0.93 -1.31 -0.39
H 1.64 -2.83 1.29
H 1.24 0.81 -1.29
H 1.83 2.07 2.09
H 1.50 -2.16 4.91
H 3.14 -1.99 4.29
H 1.93 0.51 3.94
H 1.87 -3.20 3.89
*
```

SMILES: Cc1ccc(O)cc1.Cc1ccccc1
ΔE to the lowest compared entry with this formula, charge and spin (kcal/mol): 33.3
HOMO energy (eV): -8.19
Kohn-Sham gap (eV): 9.0131
Electronic energy (hartree): -618.26291
LUMO energy (Ha): 0.0302

No. 2
Density functional theory data (ωB97M-V/def2-TZVPD) for C3H3FP2 in the gas phase at a distorted geometry.

ORCA input file:
```
! wB97M-V def2-TZVPD RIJCOSX def2/J DEFGRID3
* xyz 0 1
C -1.51 -0.18 0.59
C 1.35 0.08 1.18
C -1.87 -0.10 1.84
F -3.19 -0.03 2.15
P 1.37 0.49 2.77
P 0.12 -0.70 0.08
H -2.03 -0.03 -0.38
H 2.12 0.20 0.51
H -0.06 0.28 -1.02
*
```

ΔE to the lowest compared entry with this formula, charge and spin (kcal/mol): 93.6
HOMO energy (alpha / beta) (eV): -8.84 / -8.37
Kohn-Sham gap (alpha / beta) (eV): 7.6869 / 6.8976
Electronic energy (hartree): -898.46336
LUMO energy (alpha / beta) (Ha): -0.0425 / -0.0541

No. 3
Density functional theory data (ωB97M-V/def2-TZVPD) for 2 unconnected molecules or ions with the total composition C5H14N2S at a distorted geometry.

ORCA input file:
```
! wB97M-V def2-TZVPD RIJCOSX def2/J DEFGRID3
* xyz 0 1
C 2.54 0.69 -2.91
C 1.13 0.14 -2.75
C 0.93 -0.79 -1.79
N -0.26 -1.51 -1.48
H 3.18 0.38 -2.08
H 3.06 0.49 -3.92
H 2.54 1.80 -2.93
H 0.34 0.44 -3.41
H 1.67 -1.04 -1.01
H -0.12 -2.40 -1.04
H -0.81 -1.67 -2.32
C -0.03 1.07 1.71
C -0.95 -0.06 1.23
S -2.10 -0.54 2.54
N 0.85 1.52 0.64
H -0.64 1.98 2.11
H 0.53 0.66 2.56
H -1.55 0.31 0.35
H -0.42 -0.97 0.87
H -1.77 -1.81 2.42
H 0.36 1.75 -0.23
H 1.40 2.32 0.94
*
```

SMILES: C/C=C/N.NCCS
ΔE to the lowest compared entry with this formula, charge and spin (kcal/mol): 23.7
HOMO energy (eV): -8.10
Kohn-Sham gap (eV): 8.9347
Electronic energy (hartree): -706.55236
LUMO energy (Ha): 0.0307

No. 4
Density functional theory data (ωB97M-V/def2-TZVPD) for a molecular structure, C29H43AsHfN4O7S5 at a distorted geometry.

ORCA input file:
```
! wB97M-V def2-TZVPD RIJCOSX def2/J DEFGRID3
* xyz 0 1
Hf -0.85 -0.71 0.21
C -0.55 -2.37 -3.00
N -1.50 -2.32 -1.90
C -1.69 -3.67 -1.35
C -2.80 -1.83 -2.38
C -3.69 -1.38 -1.26
C -5.06 -1.50 -1.41
C -5.92 -0.96 -0.46
C -5.38 -0.32 0.65
C -4.00 -0.26 0.80
C -3.08 -0.79 -0.13
H -0.86 -3.10 -3.76
H 0.44 -2.65 -2.62
H -0.47 -1.40 -3.47
H -2.17 -4.32 -2.09
H -2.31 -3.63 -0.46
H -0.72 -4.08 -1.09
H -3.29 -2.60 -2.99
H -2.61 -0.97 -3.03
H -5.47 -2.00 -2.28
H -6.99 -1.04 -0.58
H -6.02 0.12 1.39
H -3.62 0.23 1.68
C 4.56 5.48 -0.68
C 3.96 4.12 -0.91
C 2.96 3.63 -0.08
C 2.43 2.36 -0.26
C 2.90 1.58 -1.30
C 3.89 2.04 -2.14
C 4.42 3.31 -1.95
S 2.33 -0.10 -1.47
O 2.71 -0.55 -2.79
O 2.92 -0.81 -0.37
N 0.71 -0.08 -1.34
C 0.03 0.76 -2.18
C 0.55 1.55 -3.22
C -0.30 2.41 -3.88
C -1.64 2.48 -3.52
C -2.08 1.64 -2.53
N -1.28 0.79 -1.88
H 3.86 6.13 -0.16
H 4.85 5.95 -1.62
H 5.46 5.39 -0.07
H 2.58 4.25 0.73
H 1.65 1.99 0.39
H 4.24 1.40 -2.95
H 5.20 3.67 -2.61
H 1.58 1.46 -3.51
H 0.09 3.03 -4.68
H -2.32 3.16 -4.02
H -3.12 1.62 -2.22
O -1.32 -2.72 1.81
S -1.33 -1.69 2.90
N -1.51 -0.38 2.26
C 3.12 0.07 2.70
S 1.35 -0.07 2.73
O 1.12 -1.38 3.36
O 0.84 1.03 3.52
O 0.91 -0.04 1.31
H 3.40 1.10 2.93
H 3.44 -0.21 1.70
H 3.52 -0.61 3.45
C -0.55 3.98 3.29
As -1.60 2.42 2.74
C -2.06 1.59 4.44
C -3.32 3.35 2.50
S -1.06 2.11 0.69
H -1.07 4.52 4.08
H -0.45 4.62 2.41
H 0.43 3.65 3.63
H -2.23 2.41 5.14
H -1.26 0.94 4.79
H -2.97 1.02 4.29
H -3.63 3.84 3.43
H -4.09 2.64 2.19
H -3.19 4.09 1.72
O 0.60 -2.52 0.07
S 1.09 -3.35 1.26
C 0.84 -5.09 0.77
C 1.90 -5.37 -0.28
C 3.20 -4.90 0.38
C 2.89 -3.53 1.00
H -0.19 -5.23 0.45
H 1.01 -5.66 1.68
H 1.70 -4.77 -1.17
H 1.93 -6.42 -0.57
H 4.02 -4.84 -0.33
H 3.49 -5.61 1.16
H 3.15 -2.71 0.34
H 3.36 -3.38 1.97
*
```

HOMO energy (eV): -8.13
Kohn-Sham gap (eV): 8.4369
Electronic energy (hartree): -6151.38787
LUMO energy (Ha): 0.0113

No. 5
Density functional theory data (ωB97M-V/def2-TZVPD) for a molecular structure, C24H39BN5O8PSe2SiW at a distorted geometry.

ORCA input file:
```
! wB97M-V def2-TZVPD RIJCOSX def2/J DEFGRID3
* xyz 2 1
W 0.15 0.20 -0.49
C -0.40 1.70 -4.02
Se -0.19 -0.08 -3.28
C 1.52 -0.52 -4.13
C 2.67 -0.58 -3.15
Se 2.15 -1.50 -1.51
C 1.49 -3.12 -2.35
H -1.38 2.06 -3.74
H -0.33 1.61 -5.10
H 0.39 2.35 -3.63
H 1.69 0.22 -4.91
H 1.35 -1.48 -4.61
H 3.02 0.40 -2.84
H 3.52 -1.12 -3.57
H 2.31 -3.48 -2.98
H 0.60 -2.95 -2.94
H 1.30 -3.83 -1.56
C -0.32 4.26 -1.13
C -1.45 3.30 -1.07
C -2.77 3.78 -0.99
C -3.85 2.91 -0.89
C -3.64 1.54 -0.88
C -2.32 1.13 -0.97
N -1.26 1.97 -1.10
N -1.84 -0.14 -0.84
Si -2.92 -1.66 -0.86
C -3.85 -1.65 0.75
C -4.00 -1.43 -2.35
C -1.84 -3.16 -1.12
H 0.12 4.38 -0.13
H -0.67 5.24 -1.45
H 0.47 3.94 -1.80
H -2.92 4.85 -0.99
H -4.85 3.31 -0.80
H -4.44 0.84 -0.72
H -3.54 -0.85 1.43
H -3.72 -2.60 1.28
H -4.92 -1.53 0.58
H -4.79 -0.68 -2.25
H -4.50 -2.39 -2.54
H -3.42 -1.19 -3.24
H -2.16 -3.96 -0.45
H -0.79 -2.99 -0.93
H -1.96 -3.52 -2.14
O -2.29 1.28 2.20
C -1.30 0.66 1.99
O -0.32 1.11 1.15
C -0.94 -0.64 2.61
C -1.28 -0.90 3.94
C -0.91 -2.11 4.49
C -0.24 -3.08 3.77
C 0.10 -2.81 2.46
C -0.26 -1.60 1.85
O -0.05 -1.38 0.54
N 0.85 -3.85 1.73
O 1.47 -3.51 0.74
O 0.74 -4.98 2.12
N -1.27 -2.39 5.90
O -1.04 -3.51 6.30
O -1.73 -1.47 6.53
H -1.81 -0.16 4.52
H 0.02 -4.03 4.23
B 3.39 3.45 -1.32
C 2.27 2.40 -1.26
N 1.42 1.59 -1.26
H 3.08 4.23 -2.18
H 4.40 2.83 -1.57
H 3.41 3.96 -0.22
C 2.41 2.29 2.41
P 2.86 0.65 1.84
C 4.56 0.71 1.29
C 2.78 -0.47 3.24
O 1.98 0.14 0.70
H 2.44 2.35 3.50
H 1.39 2.52 2.08
H 3.09 3.04 2.00
H 5.21 1.01 2.11
H 4.65 1.44 0.48
H 4.87 -0.27 0.93
H 3.54 -0.20 3.98
H 2.98 -1.49 2.89
H 1.80 -0.42 3.70
*
```

ΔE to the lowest compared entry with this formula, charge and spin (kcal/mol): 14.6
HOMO energy (alpha / beta) (eV): -14.37 / -14.37
Kohn-Sham gap (alpha / beta) (eV): 5.7999 / 5.8010
Electronic energy (hartree): -7338.70950
LUMO energy (alpha / beta) (Ha): -0.3148 / -0.3147

No. 6
Density functional theory data (ωB97M-V/def2-TZVPD) for 10 unconnected molecules or ions with the total composition C18H47NO19 at a distorted geometry.

ORCA input file:
```
! wB97M-V def2-TZVPD RIJCOSX def2/J DEFGRID3
* xyz 0 1
C 3.62 -0.96 -3.17
O 3.73 -1.14 -1.76
H 2.96 -1.73 -3.58
H 3.15 0.00 -3.41
H 4.61 -1.04 -3.60
H 2.81 -1.25 -1.46
C 4.60 -0.69 1.55
O 5.30 -0.23 0.40
H 4.55 -1.79 1.55
H 5.08 -0.30 2.44
H 3.57 -0.30 1.58
H 4.82 -0.58 -0.36
C 0.45 -0.64 -0.09
O 0.88 -1.04 -1.37
H -0.34 -1.27 0.33
H 1.29 -0.60 0.61
H 0.06 0.39 -0.08
H 0.17 -0.80 -2.00
C 1.10 2.26 -3.31
O 1.18 3.56 -2.72
H 2.02 2.00 -3.85
H 0.89 1.50 -2.55
H 0.28 2.16 -4.02
H 1.76 3.41 -1.98
C -2.25 0.31 -2.43
O -1.10 -0.10 -3.17
H -2.94 0.83 -3.09
H -2.78 -0.55 -2.01
H -1.97 0.94 -1.59
H -1.42 -0.58 -3.94
C 0.99 -5.48 1.69
N 0.48 -4.20 1.15
O -0.62 -3.83 1.48
O 1.20 -3.60 0.37
H 1.79 -5.28 2.40
H 1.36 -6.08 0.87
H 0.16 -5.99 2.16
C 3.04 -2.65 4.33
O 1.78 -2.02 4.11
C 1.76 -0.67 4.05
O 2.72 0.04 4.13
O 0.54 -0.19 3.91
C -0.60 -1.02 3.62
H 3.05 -3.13 5.30
H 3.85 -1.92 4.26
H 3.20 -3.36 3.53
H -0.35 -1.79 2.89
H -1.29 -0.34 3.13
H -0.97 -1.47 4.54
C -3.63 6.35 -0.07
O -2.75 5.24 -0.11
C -3.34 4.04 0.04
O -4.50 3.87 0.27
O -2.49 3.03 -0.10
C -1.15 3.23 -0.55
H -4.50 6.17 -0.69
H -3.10 7.24 -0.39
H -3.99 6.48 0.96
H -1.14 3.36 -1.63
H -0.56 2.38 -0.24
H -0.73 4.15 -0.14
C -2.70 -3.99 -5.97
O -2.87 -3.33 -4.71
C -2.04 -3.71 -3.75
O -0.98 -4.27 -3.91
O -2.55 -3.35 -2.58
C -1.71 -3.49 -1.43
H -3.55 -3.68 -6.56
H -2.67 -5.07 -5.82
H -1.77 -3.67 -6.44
H -1.79 -4.49 -1.02
H -2.05 -2.73 -0.73
H -0.67 -3.30 -1.71
C -2.87 4.41 3.73
O -1.81 4.34 2.80
C -1.09 3.21 2.84
O -1.50 2.15 3.23
O 0.07 3.48 2.27
C 1.21 2.65 2.39
H -3.72 3.77 3.47
H -3.24 5.43 3.72
H -2.55 4.14 4.73
H 1.22 1.86 1.63
H 1.25 2.04 3.30
H 2.11 3.24 2.32
*
```

SMILES: C[N+](=O)[O-].COC(=O)OC.COC(=O)OC.COC(=O)OC.COC(=O)OC.CO.CO.CO.CO.CO
HOMO energy (eV): -9.39
Kohn-Sham gap (eV): 9.2211
Electronic energy (hartree): -2198.19108
LUMO energy (Ha): -0.0060